C4H9N2 | the ωB97M-V functional and the def2-TZVPD basis

Output
Gap between HOMO and LUMO (spin up / spin down): 7.4 / 7.4 eV
2S+1: 1
Energy: -7263.52189 eV
Charge: +1
F_max: 0.09137 Eh/bohr
E_HOMO (spin up / spin down): -11.56 / -11.56 eV

Element x y z (Å)
N  -1.07227  -0.92569  -1.23283
N  1.38887  0.02037  1.56297
C  -0.93009  0.73944  0.76181
C  0.54834  0.66884  0.83180
C  -0.85758  0.51478  -0.76069
C  0.75164  0.86862  -0.64072
H  -1.51008  0.02067  1.40152
H  -1.90354  -0.99094  -1.68447
H  -0.91242  -1.51792  -0.48269
H  1.45493  0.22035  -1.11984
H  0.92262  1.90625  -0.95081
H  1.54786  0.06189  2.53265
H  -0.32297  -1.08405  -1.86747
H  -1.38558  1.70683  1.01632
H  2.26631  -0.27234  1.05355

***

C4H9N2 | the ωB97M-V functional and the def2-TZVPD basis

Output
Gap between HOMO and LUMO (spin up / spin down): 8.3 / 8.3 eV
2S+1: 1
Energy: -7261.94963 eV
Charge: +1
F_max: 0.12967 Eh/bohr
E_HOMO (spin up / spin down): -13.88 / -13.88 eV

Element x y z (Å)
N  0.72251  0.38781  -0.15737
N  -0.15760  -1.53645  -0.05546
C  1.46495  1.32885  0.65726
C  -1.75003  0.19703  -0.58103
C  1.06956  -1.57950  -0.34890
C  -0.55717  -0.18626  0.30383
H  -0.83643  -2.34764  -0.00639
H  -2.14509  -0.77342  -0.84670
H  -2.34033  0.80588  0.04282
H  1.71299  -1.98058  -1.11113
H  -0.80211  -0.00063  1.30402
H  -1.44018  0.67170  -1.43943
H  2.62169  1.11838  0.62360
H  1.34639  2.35601  0.00630
H  1.09085  1.53884  1.60857

***

C4H9N2 | the ωB97M-V functional and the def2-TZVPD basis

Output
Gap between HOMO and LUMO: 9.6 eV
2S+1: 1
Energy: -7265.52602 eV
Charge: +1
F_max: 0.10958 Eh/bohr
E_HOMO: -14.62 eV

Element x y z (Å)
N  -0.54989  1.46282  0.62105
N  1.58910  0.18267  0.36225
C  0.46356  -0.62797  0.06002
C  -2.07296  -0.40426  -0.22380
C  2.66531  -0.07013  -0.27254
C  -0.83156  0.15448  0.23157
H  0.44248  1.62120  0.81057
H  -2.02278  -1.49694  -0.40227
H  2.30283  -0.86893  -0.97859
H  3.63406  0.38695  -0.09426
H  0.41404  -1.17065  -1.02441
H  0.61255  -1.39055  0.81618
H  -1.18023  2.27096  0.76065
H  -2.98413  -0.18252  0.45766
H  -2.48238  0.13287  -1.12409

***

C4H9N2 | the ωB97M-V functional and the def2-TZVPD basis

Output
Gap between HOMO and LUMO (spin up / spin down): 7.6 / 9.5 eV
2S+1: 3
Energy: -7262.27115 eV
Charge: +1
F_max: 0.10407 Eh/bohr
E_HOMO (spin up / spin down): -11.25 / -16.30 eV

Element x y z (Å)
N  0.36169  0.19618  0.61822
N  0.05648  1.90747  2.11063
C  -1.26286  -0.36020  -1.02372
C  -0.06392  -0.60110  -0.37807
C  -0.41998  1.06618  1.26103
C  0.90258  -1.39904  -0.99188
H  1.33523  0.28398  0.78625
H  1.71227  -1.49529  -0.31820
H  -0.53495  2.46585  2.77738
H  0.31014  -2.29569  -1.18355
H  -1.19986  0.51234  -1.67904
H  -1.76098  0.09639  -0.30105
H  1.11279  1.76274  2.05366
H  -1.70045  -1.10016  -1.76406
H  1.15184  -1.03967  -1.96762

***

C4H9N2O | the ωB97M-V functional and the def2-TZVPD basis

Output
Gap between HOMO and LUMO: 11.5 eV
2S+1: 1
Energy: -9310.96546 eV
Charge: +1
F_max: 0.18445 Eh/bohr
E_HOMO: -14.58 eV

Element x y z (Å)
O  -0.45660  2.34181  0.42120
N  -0.91062  2.68302  2.74953
N  0.27486  -0.86689  -1.09680
C  -0.79367  -1.65261  -0.64430
C  0.73142  0.30971  -0.25406
C  1.61143  -0.82112  -0.71793
C  -0.79747  2.40268  1.59344
H  -1.72301  2.89104  3.26681
H  -0.07712  -0.84862  -2.00767
H  0.89287  0.93682  -0.91133
H  -1.59900  -1.18048  -1.03717
H  1.73984  -1.63679  -0.07156
H  0.10521  0.24971  0.63325
H  -0.87376  -2.59398  -1.15563
H  -0.64321  -1.68564  0.48867
H  2.51883  -0.52867  -1.25645

***

C4H9N2O | the ωB97M-V functional and the def2-TZVPD basis

Output
Gap between HOMO and LUMO: 10.7 eV
2S+1: 1
Energy: -9313.05534 eV
Charge: +1
F_max: 0.10918 Eh/bohr
E_HOMO: -13.67 eV

Element x y z (Å)
O  -1.71106  1.32117  -0.66170
N  1.30598  -0.38604  0.57622
N  0.04499  0.95021  2.04648
C  -1.14571  0.15092  -0.51752
C  -0.02053  -0.31141  -1.45068
C  0.31688  0.25537  1.01741
C  1.05147  -1.04135  -0.78118
H  0.32041  0.59603  -2.09873
H  -2.71339  1.45067  -0.45367
H  0.87106  -2.17519  -0.47413
H  2.00004  -0.93646  -1.31154
H  -1.73597  -0.56839  -0.04123
H  -0.83445  1.36232  2.25341
H  0.58961  1.01090  2.87239
H  2.17443  -0.54993  1.18586
H  -0.51375  -1.12881  -2.16139

***

C4H9N2O2 | the ωB97M-V functional and the def2-TZVPD basis

Output
Gap between HOMO and LUMO: 4.8 eV
2S+1: 1
Energy: -11363.72217 eV
Charge: -1
F_max: 0.15741 Eh/bohr
E_HOMO: -3.91 eV

Element x y z (Å)
O  3.06459  -1.30179  0.37379
O  2.65423  0.94671  0.54723
N  0.26206  -0.73944  -0.68048
N  -2.20882  0.12861  -0.68521
C  -1.64001  -0.11104  0.59793
C  1.56078  -0.27603  -1.17401
C  2.51648  -0.20324  0.02464
C  -0.13724  -0.01167  0.50075
H  -2.69763  1.15450  1.70534
H  0.08552  1.06209  0.43884
H  1.51167  0.79029  -1.62690
H  -2.79346  0.90075  -0.45186
H  -0.51212  -0.54830  -1.35200
H  0.36459  -0.34305  1.40647
H  1.95393  -1.04875  -1.95884
H  -1.89489  -1.10568  1.04496
H  -2.08968  0.70603  1.28936

***

C4H9N2O2 | the ωB97M-V functional and the def2-TZVPD basis

Output
Gap between HOMO and LUMO: 6.2 eV
2S+1: 1
Energy: -11365.62870 eV
Charge: -1
F_max: 0.09931 Eh/bohr
E_HOMO: -2.69 eV

Element x y z (Å)
O  0.73561  1.84964  2.25684
O  -0.48502  -2.20072  -1.92373
N  -1.45705  -1.28765  0.13944
N  1.24685  1.25254  -0.03868
C  0.73756  2.26753  1.01912
C  0.45470  0.23778  -0.63967
C  -1.50253  -1.93382  -0.92925
C  -0.17208  -0.64438  0.46227
H  -0.89918  -1.23048  -1.87446
H  0.55126  -1.42418  0.72396
H  -2.27828  -2.67881  -1.11488
H  1.41879  3.12984  0.77975
H  -0.25378  0.01740  1.32451
H  2.02107  1.66502  -0.53233
H  -0.23653  2.59476  0.50789
H  -0.32308  0.80827  -1.19690
H  0.99956  -0.39768  -1.33386

***

- Among the records above, which one has the highest F_max?
  number 5

***

- What is the formula in the second record?
  C4H9N2

***

Repeat the seventh record exactly.
C4H9N2O2 | the ωB97M-V functional and the def2-TZVPD basis

Output
Gap between HOMO and LUMO: 4.8 eV
2S+1: 1
Energy: -11363.72217 eV
Charge: -1
F_max: 0.15741 Eh/bohr
E_HOMO: -3.91 eV

Element x y z (Å)
O  3.06459  -1.30179  0.37379
O  2.65423  0.94671  0.54723
N  0.26206  -0.73944  -0.68048
N  -2.20882  0.12861  -0.68521
C  -1.64001  -0.11104  0.59793
C  1.56078  -0.27603  -1.17401
C  2.51648  -0.20324  0.02464
C  -0.13724  -0.01167  0.50075
H  -2.69763  1.15450  1.70534
H  0.08552  1.06209  0.43884
H  1.51167  0.79029  -1.62690
H  -2.79346  0.90075  -0.45186
H  -0.51212  -0.54830  -1.35200
H  0.36459  -0.34305  1.40647
H  1.95393  -1.04875  -1.95884
H  -1.89489  -1.10568  1.04496
H  -2.08968  0.70603  1.28936